This record from OMol25 describes a molecular structure, C30H41BrN4NaO8Si in a non-equilibrium geometry. The level of theory is wB97M-V/def2-TZVPD.

Geometry as XYZ:
```
86
C30H41BrN4NaO8Si wB97M-V/def2-TZVPD
Na -0.355 -0.328 0.084
O 1.431 2.473 -2.276
C 1.106 1.723 -1.036
O -0.211 1.514 -0.944
C 1.906 0.416 -1.358
C 3.243 0.476 -1.770
C 3.901 -0.664 -2.164
C 3.196 -1.865 -2.183
C 1.870 -1.822 -1.807
N 1.233 -0.730 -1.415
C 1.039 -3.081 -1.881
O 0.762 -3.454 -3.167
O 0.684 -3.754 -0.960
H 0.587 2.399 -2.728
H 3.734 1.434 -1.805
H 4.938 -0.627 -2.469
H 3.655 -2.795 -2.483
H 1.097 -2.760 -3.761
C -3.573 -3.029 -0.581
C -2.535 -3.145 0.473
N -1.518 -2.328 0.627
C -0.797 -2.814 1.694
C -1.407 -3.936 2.188
N -2.511 -4.130 1.396
C -1.176 -4.882 3.310
O -0.171 -4.632 4.104
O -1.938 -5.820 3.448
C 0.519 -2.208 2.101
O 1.032 -2.664 3.148
O 0.989 -1.336 1.360
H -3.447 -2.074 -1.083
H -4.579 -3.068 -0.163
H -3.479 -3.826 -1.318
H -3.147 -4.903 1.525
H 0.327 -3.752 3.816
C -0.591 1.613 2.119
C 0.752 2.344 2.165
C 1.728 1.348 2.792
C 0.582 3.485 3.183
Si 1.403 3.007 0.441
C 0.343 4.587 -0.061
C -1.156 4.355 0.167
C 0.432 5.050 -1.524
C 0.734 5.826 0.768
C 3.284 3.487 0.619
C 4.166 2.269 0.935
C 3.745 4.060 -0.729
C 3.652 4.518 1.688
H -1.032 1.593 3.120
H -0.468 0.576 1.839
H -1.302 2.069 1.444
H 1.235 0.855 3.633
H 2.604 1.853 3.186
H 2.038 0.551 2.118
H 0.373 3.035 4.158
H -0.252 4.142 2.953
H 1.471 4.098 3.298
H -1.490 3.482 -0.380
H -1.699 5.231 -0.204
H -1.427 4.234 1.210
H -0.143 4.409 -2.180
H 1.439 5.107 -1.917
H -0.015 6.048 -1.578
H 0.767 5.660 1.838
H -0.011 6.605 0.582
H 1.693 6.233 0.459
H 3.886 1.360 0.422
H 4.163 2.039 1.995
H 5.198 2.501 0.658
H 3.463 3.447 -1.577
H 4.835 4.159 -0.722
H 3.334 5.051 -0.903
H 3.488 4.139 2.692
H 3.124 5.459 1.593
H 4.721 4.735 1.606
Br -6.888 3.287 -0.326
C -5.429 2.113 -0.056
C -5.502 1.142 0.925
C -4.399 0.314 1.077
N -3.298 0.396 0.347
C -3.251 1.342 -0.584
C -4.291 2.229 -0.829
H -6.374 1.034 1.550
H -4.406 -0.455 1.837
H -2.329 1.421 -1.137
H -4.198 2.991 -1.586
```

highest occupied orbital energy	-0.188	Eh
energy relative to the best compared isomer or geometry (same formula, charge and spin)	38.41	kJ/mol
total charge	-1
frontier orbital gap	7.1	eV